No. 1
Density functional theory data (wB97M-V/def2-TZVPD) for a 2-piece molecular cluster, C2H3OP overall in a non-equilibrium geometry.

XYZ file:
```
7
Properties=species:S:1:pos:R:3:forces:R:3
C -0.745 -0.677 -0.393 2.56 2.59 0.68
C 0.488 -0.339 -0.846 -1.53 -0.15 2.39
O -0.426 2.076 0.439 -0.21 0.98 0.16
P -0.054 0.663 0.518 0.95 -1.71 -0.03
H -1.569 -1.066 -0.836 -2.31 -1.79 -0.84
H 1.060 -0.732 -1.617 1.11 -0.14 -1.45
H 1.246 0.074 2.735 -0.58 0.21 -0.91
```
Positions in Å, forces in eV/Å.

Results
M ... 74.0 g mol⁻¹
LUMO level (alpha / beta) ... -1.57 / -0.72 eV
HOMO-LUMO gap (alpha / beta) ... 8.7 / 8.5 eV
Relative energy (zero: lowest compared OMol25 entry of this formula, charge and spin) ... 4.571 eV

No. 2
Density functional theory data (wB97M-V/def2-TZVPD) for C43H48CdCl5N6O6PSSe as an isolated structure.

XYZ file:
```
112
Properties=species:S:1:pos:R:3:forces:R:3
Cd 0.354 1.007 -1.316 0.51 -0.15 0.16
N 2.386 1.461 -2.542 -0.05 0.01 -0.13
C 3.451 1.907 -1.650 0.08 0.09 0.01
C 2.899 2.949 -0.688 0.10 0.12 -0.03
N 1.800 2.407 0.099 0.11 -0.02 0.03
C 1.056 3.411 0.840 -0.07 0.01 0.14
C -0.254 2.824 1.349 0.03 0.08 0.15
N -0.993 2.259 0.226 0.05 -0.01 -0.29
H 2.136 2.197 -3.197 -0.01 -0.03 -0.02
H 2.620 0.622 -3.058 0.04 0.01 0.01
H 3.807 1.042 -1.091 0.04 -0.04 0.01
H 4.305 2.335 -2.190 -0.05 -0.03 0.07
H 3.712 3.333 -0.052 -0.05 -0.02 -0.07
H 2.499 3.788 -1.265 0.03 -0.01 0.00
H 2.138 1.678 0.721 0.00 -0.03 -0.01
H 1.632 3.822 1.681 -0.06 0.01 -0.05
H 0.839 4.233 0.153 -0.01 0.00 -0.01
H -0.066 2.026 2.074 0.00 0.03 -0.03
H -0.819 3.616 1.859 0.05 -0.06 -0.01
H -1.904 1.916 0.497 -0.02 -0.14 0.11
H -1.114 2.960 -0.502 -0.14 0.07 -0.05
Cl -3.052 -3.906 -5.750 -0.06 -0.04 -0.05
C -1.954 -3.045 -4.742 -0.02 0.02 0.02
C -2.409 -2.029 -3.908 -0.05 -0.06 -0.04
Cl -4.083 -1.605 -3.870 0.10 -0.07 -0.03
C -1.517 -1.349 -3.094 0.01 -0.06 0.03
Cl -2.105 -0.122 -2.031 -0.23 0.07 0.09
C -0.125 -1.606 -3.074 -0.09 -0.18 -0.11
O 0.706 -0.977 -2.335 -0.10 0.16 -0.01
C 0.291 -2.658 -3.937 -0.02 0.08 0.06
Cl 1.974 -3.040 -3.939 0.07 0.01 0.03
C -0.593 -3.356 -4.740 -0.04 -0.01 0.00
Cl -0.013 -4.629 -5.745 -0.01 0.00 -0.02
C -4.292 3.087 3.608 0.15 -0.02 0.06
C -4.342 3.055 2.107 -0.02 0.21 -0.02
C -4.421 4.239 1.377 0.05 -0.13 -0.11
C -4.497 4.216 -0.011 0.04 -0.03 0.18
C -4.480 2.996 -0.668 -0.21 -0.01 -0.08
C -4.397 1.807 0.040 0.01 -0.02 -0.08
C -4.323 1.844 1.421 -0.03 -0.08 -0.01
S -4.660 2.957 -2.430 0.21 0.07 -0.02
O -5.227 1.700 -2.828 0.01 0.03 0.03
O -5.307 4.178 -2.829 0.00 -0.03 0.05
N -3.069 2.930 -2.856 -0.49 -0.02 0.17
C -2.773 2.776 -4.283 -0.08 0.04 -0.13
C -1.332 2.333 -4.461 0.28 0.20 -0.43
C -0.354 3.211 -3.659 0.06 -0.46 -0.31
O 0.245 4.127 -4.206 -0.01 0.17 -0.13
O -0.231 2.884 -2.425 -0.05 0.16 0.47
H -4.725 4.007 3.995 -0.01 0.02 0.02
H -3.257 3.034 3.963 -0.07 -0.02 -0.02
H -4.835 2.246 4.038 0.02 -0.01 0.00
H -4.443 5.187 1.898 -0.02 0.04 0.02
H -4.599 5.127 -0.582 -0.02 0.06 -0.03
H -4.405 0.869 -0.497 -0.03 -0.07 -0.02
H -4.270 0.917 1.978 0.02 -0.07 0.03
H -2.599 3.738 -2.468 0.12 0.08 0.13
H -2.945 3.717 -4.822 0.01 -0.09 0.08
H -3.456 2.029 -4.688 0.02 -0.03 0.03
H -1.093 2.441 -5.522 0.05 -0.08 0.06
H -1.220 1.286 -4.176 0.00 0.08 0.05
O 1.961 -0.444 0.089 -0.01 0.23 0.00
P 2.902 -1.287 0.877 0.03 -0.29 -0.05
C 4.324 -1.791 -0.115 -0.04 0.11 0.12
C 4.179 -1.696 -1.494 -0.04 0.01 -0.01
C 5.204 -2.118 -2.326 0.02 -0.01 -0.02
C 6.371 -2.631 -1.783 0.02 -0.01 -0.03
C 6.511 -2.746 -0.406 0.04 -0.02 0.00
C 5.486 -2.335 0.428 -0.03 0.00 0.07
C 2.141 -2.832 1.394 0.06 0.05 0.00
C 2.423 -3.485 2.587 0.05 0.03 -0.01
C 1.796 -4.687 2.880 -0.01 -0.03 0.03
C 0.900 -5.237 1.976 -0.03 -0.02 0.02
C 0.629 -4.592 0.777 0.00 -0.02 -0.03
C 1.243 -3.387 0.485 0.03 -0.05 -0.05
C 3.476 -0.409 2.341 0.01 -0.05 -0.07
C 2.553 -0.214 3.367 -0.08 -0.06 0.02
C 2.868 0.604 4.437 0.01 0.04 0.05
C 4.104 1.237 4.487 0.00 0.01 0.00
C 5.020 1.056 3.463 0.02 0.03 0.03
C 4.706 0.239 2.387 0.06 0.00 -0.04
H 3.246 -1.324 -1.899 -0.07 0.04 -0.05
H 5.085 -2.054 -3.399 -0.01 0.01 -0.05
H 7.173 -2.956 -2.434 0.01 0.00 -0.01
H 7.417 -3.160 0.015 0.01 -0.01 0.01
H 5.588 -2.443 1.501 0.01 0.01 0.02
H 3.124 -3.056 3.292 0.01 0.02 0.03
H 2.010 -5.194 3.811 0.00 -0.01 0.02
H 0.411 -6.174 2.207 0.00 -0.03 0.00
H -0.063 -5.029 0.069 -0.02 -0.01 -0.02
H 1.026 -2.856 -0.435 -0.03 0.03 -0.05
H 1.580 -0.691 3.312 -0.02 -0.01 0.01
H 2.150 0.753 5.232 -0.02 0.01 0.03
H 4.349 1.877 5.323 0.02 0.02 0.04
H 5.980 1.554 3.498 0.02 0.02 0.00
H 5.418 0.112 1.582 0.01 0.00 -0.02
C -2.744 -3.046 -0.120 0.07 0.00 -0.15
N -2.979 -2.824 1.291 0.00 0.25 0.18
C -3.987 -3.415 2.017 -0.13 -0.11 0.30
C -3.892 -2.960 3.285 -0.15 -0.27 -0.16
N -2.831 -2.086 3.319 0.04 0.11 -0.19
C -2.319 -1.416 4.491 0.09 0.14 0.06
C -2.276 -1.982 2.087 0.23 -0.03 -0.02
Se -0.829 -0.945 1.633 -0.16 0.14 0.04
H -2.764 -4.116 -0.321 0.00 0.00 -0.02
H -1.765 -2.639 -0.363 0.01 0.01 -0.04
H -3.500 -2.543 -0.721 0.01 0.01 -0.03
H -4.671 -4.112 1.573 -0.08 -0.05 -0.03
H -4.471 -3.187 4.158 -0.07 -0.02 0.05
H -3.039 -1.526 5.298 0.00 0.01 0.00
H -2.156 -0.361 4.265 -0.03 -0.08 0.03
H -1.363 -1.853 4.784 -0.02 0.02 0.01
```
Positions in Å, forces in eV/Å.

Results
M ... 1176.6 g mol⁻¹
LUMO level ... 0.10 eV
HOMO-LUMO gap ... 7.6 eV

No. 3
Density functional theory data (wB97M-V/def2-TZVPD) for C32H53As2N8OPScSi as an isolated structure.

XYZ file:
```
99
Properties=species:S:1:pos:R:3:forces:R:3
Sc -0.175 0.060 0.289 0.70 0.64 0.30
N 2.293 0.411 1.222 -0.12 0.03 -0.08
C 2.623 1.811 1.526 0.03 -0.13 0.01
C 2.143 2.646 0.366 -0.05 0.04 -0.12
N 0.695 2.430 0.219 -0.12 -0.23 -0.06
H 2.492 -0.195 2.011 -0.06 -0.03 0.02
H 2.893 0.086 0.469 -0.02 -0.02 -0.01
H 3.687 1.974 1.707 0.04 -0.01 0.00
H 2.085 2.107 2.429 -0.01 0.01 0.05
H 2.632 2.321 -0.556 0.01 0.00 -0.02
H 2.392 3.696 0.521 0.00 0.05 -0.01
H 0.365 2.819 -0.664 -0.03 0.01 -0.02
H 0.219 2.954 0.948 0.05 0.02 0.06
C -1.790 -0.542 4.063 0.04 0.00 -0.02
As -0.329 0.375 3.163 -0.28 0.15 0.06
C 1.081 -0.071 4.422 0.06 -0.05 -0.01
C -0.713 2.229 3.621 0.04 0.00 0.07
C -0.199 2.802 4.781 -0.02 0.09 -0.03
C -0.479 4.124 5.099 0.00 -0.02 -0.01
C -1.281 4.880 4.257 0.00 0.00 -0.01
C -1.801 4.312 3.101 0.05 0.02 0.05
C -1.526 2.988 2.770 -0.02 0.03 0.00
As -2.275 2.171 1.149 0.00 -0.22 0.06
C -2.865 3.759 0.211 0.01 0.08 -0.04
C -4.002 1.573 1.832 -0.03 -0.03 -0.04
H -1.980 -0.056 5.016 -0.03 -0.01 0.08
H -1.498 -1.578 4.231 0.00 -0.05 0.00
H -2.686 -0.529 3.451 -0.02 0.03 -0.02
H 0.699 0.004 5.437 0.05 -0.01 0.08
H 1.949 0.576 4.311 0.01 0.03 0.00
H 1.377 -1.103 4.238 0.02 -0.04 0.03
H 0.430 2.228 5.449 0.00 -0.01 0.01
H -0.071 4.560 6.002 -0.01 -0.01 -0.02
H -1.503 5.912 4.496 0.00 -0.01 0.00
H -2.422 4.918 2.454 0.01 0.00 0.03
H -2.031 4.430 0.005 -0.01 0.00 0.00
H -3.630 4.271 0.791 -0.01 0.07 -0.03
H -3.281 3.440 -0.740 -0.06 0.00 -0.05
H -4.218 2.082 2.768 -0.07 0.02 0.02
H -4.013 0.496 1.981 0.02 0.02 0.01
H -4.762 1.826 1.095 -0.02 -0.01 0.00
N -3.701 -5.057 1.000 -0.05 0.10 -0.05
C -3.707 -3.900 0.993 0.35 0.29 0.04
N -3.736 -2.576 1.026 -0.45 -0.23 0.00
C -2.789 -1.780 0.827 0.16 -0.02 0.10
N -1.989 -0.922 0.705 0.06 -0.44 -0.22
C -0.189 -3.586 2.023 -0.05 -0.11 -0.04
N -0.049 -3.981 0.625 -0.18 -0.11 0.26
C -0.321 -5.408 0.398 0.03 0.05 0.04
P 0.782 -3.100 -0.472 0.03 0.38 0.03
O 0.903 -1.668 0.068 -0.42 -0.37 -0.06
N 2.320 -3.582 -0.776 0.34 -0.07 0.04
C 2.597 -4.903 -1.344 0.02 0.09 0.01
C 3.444 -3.041 -0.016 -0.04 -0.10 -0.09
N 0.008 -3.336 -1.875 -0.21 0.00 -0.30
C -1.454 -3.452 -1.967 0.10 -0.04 -0.01
C 0.635 -3.090 -3.180 -0.07 -0.06 0.02
H -1.211 -3.779 2.359 0.02 -0.04 -0.03
H 0.020 -2.528 2.143 0.02 0.09 -0.02
H 0.491 -4.157 2.663 0.01 -0.01 0.00
H -1.359 -5.632 0.643 0.00 0.03 0.04
H 0.333 -6.024 1.022 0.01 0.01 -0.02
H -0.155 -5.671 -0.644 0.01 0.04 -0.03
H 1.772 -5.242 -1.965 -0.02 0.03 0.03
H 2.780 -5.646 -0.562 0.00 0.00 0.00
H 3.486 -4.839 -1.972 0.01 0.00 -0.01
H 3.192 -2.069 0.392 -0.04 -0.01 -0.01
H 4.306 -2.925 -0.676 0.01 -0.03 -0.02
H 3.729 -3.706 0.805 0.00 0.00 0.01
H -1.884 -3.763 -1.021 0.01 0.01 0.06
H -1.704 -4.210 -2.711 0.03 0.00 -0.02
H -1.896 -2.503 -2.275 0.00 0.02 0.00
H 1.682 -2.820 -3.073 -0.01 0.01 0.03
H 0.123 -2.270 -3.685 0.00 -0.03 0.00
H 0.554 -3.986 -3.800 -0.02 -0.03 0.01
C -1.452 5.037 -3.480 0.02 -0.02 0.00
C -2.476 4.099 -3.424 0.02 -0.05 0.03
C -2.196 2.776 -3.099 0.01 0.07 0.00
C -0.890 2.349 -2.836 0.00 0.17 -0.14
C 0.130 3.307 -2.931 -0.07 0.04 0.00
C -0.144 4.638 -3.236 -0.02 -0.08 0.01
Si -0.524 0.544 -2.391 0.10 0.16 0.07
C 1.113 0.188 -3.269 0.28 -0.03 -0.07
C 2.287 -0.071 -2.557 0.05 0.02 -0.14
C 3.496 -0.340 -3.197 -0.10 0.02 0.00
C 3.545 -0.362 -4.582 -0.02 0.00 0.00
C 2.390 -0.109 -5.317 -0.04 0.00 0.02
C 1.194 0.165 -4.667 0.10 0.03 0.01
H -1.669 6.066 -3.736 0.01 -0.03 0.01
H -3.494 4.398 -3.642 0.02 -0.01 0.01
H -3.010 2.056 -3.074 0.04 0.03 0.00
H 1.168 3.000 -2.810 -0.04 0.01 0.01
H 0.664 5.355 -3.311 -0.02 -0.03 0.00
H -1.522 -0.174 -3.228 -0.17 -0.17 0.03
H 2.256 -0.094 -1.473 -0.01 0.00 -0.01
H 4.393 -0.538 -2.619 -0.03 0.01 -0.01
H 4.477 -0.575 -5.090 -0.01 0.01 0.00
H 2.426 -0.124 -6.399 0.00 0.00 0.03
H 0.304 0.363 -5.256 0.04 0.00 0.02
```
Positions in Å, forces in eV/Å.

Results
M ... 819.7 g mol⁻¹
LUMO level ... -2.11 eV
HOMO-LUMO gap ... 7.9 eV
Total charge ... +1

No. 4
Density functional theory data (wB97M-V/def2-TZVPD) for a 2-piece molecular cluster, C2H4FPSi overall in a non-equilibrium geometry.

XYZ file:
```
9
Properties=species:S:1:pos:R:3:forces:R:3
C 3.408 1.306 -1.024 -1.85 -0.37 -0.57
C 2.418 0.503 -1.409 2.85 1.24 0.99
F 2.515 -0.255 1.195 1.97 -0.13 -1.90
Si -0.041 -0.930 0.339 -3.04 -2.18 0.19
P 3.525 -0.370 -0.248 -1.96 0.48 1.48
H 3.863 2.316 -0.964 -0.32 -1.06 -0.07
H -1.351 -1.741 0.626 1.23 0.90 -0.19
H 0.261 0.199 1.061 0.24 1.65 1.02
H 0.742 -1.489 -0.674 0.88 -0.53 -0.96
```
Positions in Å, forces in eV/Å.

Results
M ... 106.1 g mol⁻¹
LUMO level (alpha / beta) ... 0.77 / -2.44 eV
HOMO-LUMO gap (alpha / beta) ... 7.4 / 8.4 eV
2S+1 ... 3
Relative energy (zero: lowest compared OMol25 entry of this formula, charge and spin) ... 1.593 eV
Expectation value of S² ... 2.0108

No. 5
Density functional theory data (wB97M-V/def2-TZVPD) for C8H14ClNO2 in the gas phase in a non-equilibrium geometry.

XYZ file:
```
26
Properties=species:S:1:pos:R:3:forces:R:3
C 1.053 2.828 -0.871 -1.83 -0.11 -1.59
C 1.416 1.391 -1.343 0.27 -0.37 0.36
C 0.575 0.857 -2.572 1.00 -1.17 2.76
C -0.879 1.005 -2.248 0.84 2.61 -4.13
O -1.462 1.847 -2.954 -0.30 -2.25 2.65
O -1.481 0.259 -1.321 -1.98 1.26 -0.03
N -0.858 -0.661 -0.521 -0.07 -1.01 2.36
C -1.417 -0.720 0.668 1.11 0.18 -2.58
Cl -2.602 0.428 1.139 -0.19 -0.12 0.23
C -0.994 -1.731 1.689 2.84 0.98 0.48
C -0.038 -2.844 1.241 0.34 -0.84 -2.42
C -0.215 -1.035 2.837 -1.04 -0.85 3.21
H -0.058 2.930 -0.692 0.94 -0.52 0.11
H 1.144 3.527 -1.706 0.55 0.20 0.14
H 1.526 3.203 0.023 0.54 -0.17 0.10
H 2.486 1.265 -1.663 -0.82 0.37 0.68
H 1.219 0.778 -0.442 0.39 -0.21 -0.70
H 0.779 -0.196 -2.779 0.20 -0.24 0.63
H 0.948 1.317 -3.453 -0.68 1.07 -0.78
H -1.799 -2.128 2.199 -2.23 -0.97 0.38
H -0.198 -3.771 1.830 0.38 0.80 0.09
H -0.282 -3.188 0.185 0.28 0.54 1.08
H 1.067 -2.533 1.201 -1.72 -0.41 0.32
H 0.304 -1.857 3.431 -0.78 0.82 -0.67
H 0.600 -0.503 2.429 0.75 1.25 -0.31
H -0.832 -0.468 3.690 1.22 -0.83 -2.39
```
Positions in Å, forces in eV/Å.

Results
M ... 191.7 g mol⁻¹
LUMO level ... 0.62 eV
HOMO-LUMO gap ... 10.4 eV
Structure (SMILES) ... CCCC(=O)O/N=C(\Cl)C(C)C

No. 6
Density functional theory data (wB97M-V/def2-TZVPD) for C2H6N2OS as an isolated structure in a non-equilibrium geometry.

XYZ file:
```
12
Properties=species:S:1:pos:R:3:forces:R:3
C -0.525 1.047 1.869 -1.05 -0.49 -2.19
C 0.039 0.337 0.603 -0.10 0.10 1.04
H -1.667 1.270 1.580 1.73 -1.91 1.25
H -0.232 0.456 2.796 -0.67 1.76 -0.93
H -0.426 2.123 1.570 1.55 -0.44 1.75
H 1.923 -0.757 0.991 -2.79 -0.19 -2.10
H 0.456 -0.810 -2.374 0.76 -1.45 3.34
H -1.564 2.102 -1.153 -1.52 0.09 -3.49
N 0.930 -0.852 0.495 -0.21 2.16 0.87
N -0.380 0.787 -0.504 1.11 -0.95 -1.64
O -1.094 1.927 -0.403 0.74 0.65 4.20
S 0.583 -1.728 -0.934 0.43 0.66 -2.10
```
Positions in Å, forces in eV/Å.

Results
M ... 106.2 g mol⁻¹
LUMO level ... 0.45 eV
HOMO-LUMO gap ... 9.2 eV
Relative energy (zero: lowest compared OMol25 entry of this formula, charge and spin) ... 5.731 eV